Entry 1:
The following is a DFT calculation (ωB97M-V with the def2-TZVPD basis set) of a cluster of 2 separate species, C7H12NO2S in total in a non-equilibrium geometry.

The charge is +1. The LUMO energy comes out at -4.60 eV. Its total energy is -23863.8788 eV. Its multiplicity is 1. The HOMO energy is -11.9 eV.

Each line ends with the Mulliken charge.
Cartesian coordinates (Å):
C 2.7213 0.9534 -0.0040  -0.32
C 1.5865 1.4457 -0.3886  0.37
C 3.7519 0.3389 0.3998  0.74
C 0.4800 0.7071 -1.0264  -0.66
C 0.0156 -1.8826 -0.1315  0.22
C 1.2966 2.9597 -0.3168  -1.49
C -3.1943 -0.6092 0.5043  -0.70
N 0.1008 -3.2009 0.0483  -0.33
O 4.6704 -0.2799 0.7685  -0.43
O -2.1600 0.1435 1.0211  -0.50
S 0.8741 -1.1052 -1.3904  -0.02
H -0.3694 0.8017 -0.3128  0.33
H 0.1903 0.9230 -2.0050  0.52
H -0.6395 -1.3023 0.5439  0.31
H 0.4590 3.1971 -0.8770  0.41
H 2.1036 3.5420 -0.5991  0.45
H 1.1832 3.1509 0.7461  0.34
H -3.5545 -1.3964 1.2107  0.34
H -3.0349 -1.2980 -0.3623  0.26
H -3.9867 0.0711 0.2586  0.32
H -2.4310 0.2696 1.9595  0.32
H 0.4076 -3.7133 -0.7498  0.24
H -0.4706 -3.7159 0.7026  0.27

Force components x, y, z for each atom (eV/Å):
0.18 -0.39 0.23
0.30 2.30 -1.23
0.80 -1.03 0.33
-0.44 -2.29 1.75
0.27 -0.67 0.00
0.19 -2.55 1.90
-2.12 -2.39 -0.41
-0.66 1.66 -0.61
-0.17 0.44 -0.08
1.33 0.06 1.48
-0.80 0.19 1.64
0.07 -0.43 -0.76
-0.42 1.51 -1.39
0.57 -0.10 -0.15
-1.78 0.69 -0.85
1.77 0.88 -0.83
-0.51 0.32 0.15
-0.02 0.87 0.06
0.91 1.20 0.09
-0.80 -0.06 -0.32
0.71 0.24 -0.92
0.68 -0.74 -0.25
-0.06 0.29 0.17



Entry 2:
The following is a DFT calculation (ωB97M-V with the def2-TZVPD basis set) of a structure of composition C4H12N4 in a non-equilibrium geometry.

The charge is 0. The LUMO energy comes out at 0.52 eV. Its total energy is -10295.5869 eV. Its multiplicity is 1. The HOMO energy is -8.6 eV.

Each line ends with the Mulliken charge.
Cartesian coordinates (Å):
C 3.4712 0.9338 0.2930  -0.62
C 1.7632 -0.9602 -0.2275  0.05
C -1.7734 -1.0434 0.5232  -0.41
C -2.3418 0.2322 0.6505  -0.80
H 2.7950 1.5851 -0.5399  0.21
H 3.4780 1.3520 1.3757  0.22
H 4.7229 0.9041 -0.3310  0.23
H 2.0418 -1.9481 -0.6996  0.30
H 0.5096 0.4372 -0.2915  0.17
H -0.8618 -1.1114 -1.5897  0.32
H -1.4664 -1.4040 1.4959  0.27
H -2.6048 -1.6233 0.2943  0.35
H -1.5286 0.9216 1.1900  0.26
H -3.0729 0.3616 1.3978  0.44
H -3.1743 0.3964 -1.2905  0.25
H -1.8478 1.8930 -1.0160  0.26
N 2.9661 -0.4497 -0.0687  -0.42
N 0.4643 -0.5375 -0.0822  -0.25
N -0.8342 -1.1650 -0.4828  -0.25
N -2.7062 1.2256 -0.6012  -0.57

Force components x, y, z for each atom (eV/Å):
0.26 0.29 -4.57
3.52 -2.08 -1.20
-0.92 -1.51 -0.69
2.52 9.45 0.69
2.01 -0.71 2.68
-0.09 -0.99 -1.99
-3.91 0.42 2.55
-1.72 0.43 0.71
-0.75 1.02 0.27
-1.08 -0.03 3.67
0.64 -0.14 0.10
-1.37 -2.12 -0.86
-1.23 -1.20 -1.05
-1.65 -0.36 0.36
2.09 3.68 1.40
-2.78 -3.33 1.18
-1.11 0.65 1.26
-1.13 0.69 0.01
6.43 -0.65 -3.79
0.27 -3.52 -0.72